1.
Formula: C31H89N13O10
Source: OMol25
Level of theory: ωB97M-V with the def2-TZVPD basis set

The geometry in XYZ format:
```
143
Properties=species:S:1:pos:R:3:forces:R:3:lowdin_charge:R:1
C 11.612 15.602 17.728 -0.3 -0.3 -0.2 -0.05
C 11.483 15.946 16.262 1.2 0.4 -1.7 -0.40
C 12.882 15.903 15.563 -0.7 -1.1 1.9 -0.19
O 13.802 16.672 16.299 -2.3 0.2 0.7 -0.18
C 15.016 16.806 15.736 2.5 0.4 -0.3 -0.16
N 10.552 15.162 15.405 -0.7 -0.6 1.8 0.05
H 12.294 16.294 18.211 0.5 -0.2 0.0 0.06
H 11.957 14.553 17.796 -0.1 0.5 0.3 0.06
H 10.675 15.750 18.267 -0.2 -0.4 -0.1 0.08
H 11.199 16.979 16.135 -0.5 0.5 0.2 0.13
H 12.859 16.187 14.542 -0.3 0.5 -1.1 0.11
H 13.171 14.851 15.616 0.4 -0.4 -0.2 0.12
H 15.631 17.323 16.462 0.3 0.1 0.3 0.08
H 15.106 17.414 14.832 -0.6 0.0 -0.3 0.09
H 15.507 15.859 15.543 0.1 -0.5 -0.2 0.07
H 9.626 15.324 15.854 0.6 -0.1 -0.7 0.09
H 10.670 14.140 15.595 0.3 0.9 -0.2 0.07
C 20.450 9.066 12.789 -0.4 2.7 -0.9 -0.02
C 19.473 10.308 12.579 1.3 0.2 1.9 -0.38
C 18.292 10.203 13.600 1.9 0.7 -1.1 -0.22
O 17.698 8.967 13.297 -0.7 0.4 0.4 -0.20
C 16.843 8.539 14.325 0.1 0.7 1.9 -0.09
N 20.194 11.587 12.866 -0.6 0.0 0.0 0.02
H 20.998 9.118 13.731 -0.1 0.1 -0.1 0.06
H 21.140 9.099 11.931 0.0 -0.4 0.4 0.08
H 19.795 8.244 12.749 -0.3 -1.4 -0.1 0.05
H 19.105 10.254 11.571 -0.3 0.0 -0.5 0.09
H 17.586 11.046 13.485 0.0 -0.3 0.0 0.10
H 18.796 10.352 14.589 -0.8 -0.8 -0.3 0.11
H 17.477 8.224 15.189 -0.6 0.1 -0.3 0.08
H 16.239 7.707 14.021 -0.1 -0.5 -0.5 0.09
H 16.137 9.330 14.720 0.8 -0.6 -0.6 0.08
H 19.560 12.407 12.828 0.7 -0.8 -0.2 0.07
H 21.038 11.749 12.304 -0.8 -0.2 0.2 0.07
C 9.486 11.446 15.521 0.0 -0.2 -0.1 -0.08
C 9.819 10.700 14.210 -1.0 -1.1 0.6 -0.35
C 10.662 9.551 14.772 1.6 0.2 0.5 -0.25
O 10.678 8.515 13.854 0.0 -1.3 -0.9 -0.23
C 10.810 7.173 14.307 0.0 1.3 1.6 -0.08
N 8.509 10.114 13.634 0.7 1.1 0.0 0.04
H 8.929 10.734 16.164 0.0 0.7 -0.5 0.10
H 8.996 12.392 15.428 -1.0 0.5 -0.4 0.05
H 10.354 11.729 16.106 0.7 -0.3 -0.2 0.04
H 10.433 11.241 13.464 -0.5 0.0 0.3 0.11
H 10.375 9.297 15.803 -0.6 -0.5 -0.4 0.11
H 11.737 9.862 14.966 -0.9 0.3 -0.4 0.13
H 11.051 6.601 13.456 -0.1 -0.8 -1.1 0.06
H 9.860 6.853 14.789 0.7 -0.1 -0.2 0.10
H 11.681 7.047 14.992 -0.6 0.2 0.0 0.10
H 8.016 10.787 13.034 0.3 0.1 0.7 0.05
H 8.615 9.330 12.995 0.8 -0.1 0.4 0.05
C 15.966 12.775 20.128 0.6 -1.5 1.2 -0.07
C 14.902 13.789 19.789 0.3 -1.9 -0.7 -0.44
C 15.360 15.163 20.019 -0.3 1.4 -0.6 -0.21
O 14.162 15.936 19.978 0.4 1.0 0.0 -0.20
C 14.355 17.351 20.078 -0.9 -0.6 0.6 -0.09
N 14.511 13.530 18.392 0.8 -0.9 0.1 0.07
H 15.592 11.744 19.930 0.0 0.7 0.5 0.07
H 16.398 12.817 21.199 -0.8 0.1 -1.7 0.11
H 16.784 12.833 19.418 0.5 0.4 -0.1 0.07
H 14.032 13.565 20.378 -0.5 0.2 0.6 0.14
H 16.039 15.454 19.198 -0.1 0.1 0.1 0.14
H 15.927 15.268 20.938 -0.2 0.2 0.5 0.13
H 13.358 17.834 20.131 0.5 -0.4 -0.3 0.10
H 14.932 17.777 19.269 0.2 0.0 -0.5 0.08
H 14.847 17.569 21.018 0.3 0.2 0.3 0.08
H 15.352 13.307 17.840 -0.5 0.3 0.1 0.07
H 14.051 14.318 17.996 -0.3 0.8 -0.3 0.04
C 13.342 8.974 12.020 -1.9 1.9 -0.6 -0.03
C 14.395 9.983 11.583 0.6 0.0 1.6 -0.45
C 14.779 9.805 10.167 0.5 -0.3 -1.0 -0.21
O 15.743 10.707 9.652 -0.5 -0.2 0.1 -0.17
C 16.982 10.592 10.254 1.1 0.4 -0.1 -0.14
N 14.001 11.372 11.883 1.4 1.1 -0.7 0.06
H 13.437 7.968 11.678 0.5 -0.6 -0.5 0.07
H 12.350 9.373 11.642 0.8 -0.7 0.3 0.10
H 13.224 8.947 13.086 0.1 0.1 0.6 0.06
H 15.282 9.767 12.211 -0.1 0.2 -0.2 0.12
H 13.971 10.023 9.520 -1.4 -0.2 -0.6 0.12
H 15.090 8.770 10.036 0.2 -0.2 -0.3 0.13
H 16.929 10.737 11.320 -0.1 -0.1 0.7 0.05
H 17.556 11.439 9.868 0.3 -0.3 -0.1 0.10
H 17.512 9.632 10.076 -0.4 0.4 -0.1 0.11
H 13.053 11.577 11.601 -0.4 -0.2 0.0 0.06
H 14.585 12.010 11.256 -0.9 -1.1 1.1 0.11
C 10.008 13.316 8.391 -0.6 -0.1 -0.7 -0.07
C 9.873 12.216 9.444 0.1 0.7 0.0 -0.41
C 9.657 12.890 10.816 -0.3 -0.1 0.1 -0.23
O 10.864 13.474 11.232 1.2 0.4 0.6 -0.21
C 10.809 14.107 12.522 -2.3 -0.3 -0.2 -0.10
N 8.850 11.212 9.032 2.1 1.2 -0.2 0.06
H 9.055 13.946 8.387 1.2 -0.8 -0.4 0.10
H 10.257 12.852 7.423 -0.9 0.1 0.0 0.08
H 10.868 13.968 8.488 0.0 0.2 0.9 0.07
H 10.841 11.720 9.570 -0.1 -0.3 -0.3 0.13
H 9.405 12.147 11.581 -0.5 -0.1 -0.1 0.10
H 8.880 13.676 10.743 -0.1 -0.4 0.1 0.13
H 10.257 13.478 13.286 1.0 0.4 -0.8 0.08
H 10.199 15.011 12.455 -0.3 0.1 -0.1 0.08
H 11.747 14.496 12.870 0.8 -0.6 -0.1 0.06
H 8.040 11.617 8.623 -0.6 0.6 -0.3 0.05
H 8.590 10.739 9.847 -0.7 -1.1 1.3 0.03
C 19.400 6.970 17.638 0.2 -0.4 0.5 -0.08
C 20.025 8.221 18.192 0.7 1.9 -2.5 -0.44
C 20.046 9.347 17.013 0.3 -2.8 1.9 -0.20
O 20.563 10.482 17.686 -0.5 0.2 -1.4 -0.21
C 20.854 11.491 16.722 -0.3 -0.7 -0.9 -0.10
N 19.255 8.849 19.240 0.3 0.9 -0.2 0.04
H 18.430 7.179 17.159 0.2 -0.3 0.3 0.06
H 19.337 6.203 18.437 -0.4 0.3 -0.4 0.09
H 20.131 6.578 16.929 -0.3 -0.1 -0.3 0.08
H 21.111 7.978 18.370 -0.8 0.5 0.5 0.14
H 18.990 9.391 16.637 0.8 0.7 0.3 0.11
H 20.718 8.919 16.208 -0.5 0.9 0.6 0.13
H 21.499 10.994 15.963 -0.5 0.6 0.0 0.09
H 21.458 12.247 17.180 0.1 0.6 0.4 0.07
H 19.917 11.920 16.251 1.0 -0.5 0.5 0.10
H 19.165 8.210 19.979 -0.3 -0.9 1.4 0.05
H 19.712 9.700 19.609 -0.3 -0.7 -0.5 0.10
C 15.312 9.079 17.527 -0.2 -2.4 -0.7 -0.59
O 14.347 9.266 16.770 0.8 0.6 0.2 -0.04
N 15.611 7.704 17.816 -1.0 1.9 -1.9 0.15
N 16.180 9.979 17.998 -0.2 -1.8 1.0 0.21
H 15.947 7.457 18.701 0.4 -0.4 1.3 0.06
H 14.888 7.136 17.378 0.3 0.0 0.7 0.10
H 17.008 9.587 18.429 0.2 0.3 0.0 0.08
H 16.237 10.858 17.563 0.1 1.5 -0.8 0.03
C 11.317 10.990 18.311 0.6 1.2 1.3 -0.64
O 10.924 9.829 18.271 -0.5 1.1 0.3 0.01
N 12.440 11.373 17.636 1.1 -0.3 -1.0 0.14
N 10.707 12.066 19.068 0.9 -2.3 -2.6 0.15
H 13.187 12.076 17.856 -1.4 -0.2 0.5 0.07
H 12.868 10.571 17.164 -0.3 0.3 0.2 0.05
H 11.097 12.975 18.986 0.4 0.4 0.2 0.04
H 10.279 11.766 19.891 -0.8 -0.2 1.3 0.06
C 15.886 12.345 15.249 2.3 0.1 0.9 -0.62
O 16.647 12.156 16.234 -1.1 0.6 -1.0 -0.05
N 16.171 13.434 14.387 0.8 -0.4 -1.4 0.13
N 14.836 11.551 15.007 0.1 2.6 -2.3 0.22
H 17.203 13.674 14.291 -2.0 -0.6 0.7 0.12
H 15.753 13.415 13.428 0.2 -0.2 1.4 0.10
H 14.711 10.745 15.506 -0.2 -2.3 2.2 0.01
H 14.520 11.460 14.056 -0.4 0.5 -0.6 0.06
```
Forces are in eV/Å.

## Properties
Total charge ... 0
Orbital gap ... 9.34 eV
Structure (SMILES) ... COC[C@H](C)N.COC[C@H](C)N.COC[C@H](C)N.COC[C@H](C)N.COC[C@H](C)N.COC[C@H](C)N.COC[C@H](C)N.NC(N)=O.NC(N)=O.NC(N)=O
2S+1 ... 1
HOMO energy ... -8.956 eV
Energy above the lowest of the compared OMol25 structures with the same formula, charge and spin ... 177.3 kJ/mol


2.
Formula: C32H16F15GeN3PdS2SeSi
Source: OMol25
Level of theory: ωB97M-V with the def2-TZVPD basis set

The geometry in XYZ format:
```
72
Properties=species:S:1:pos:R:3:forces:R:3:lowdin_charge:R:1
Pd 1.177 0.926 0.815 -0.4 -0.8 -0.3 0.50
C 2.701 -0.016 6.030 0.1 0.2 0.0 -0.21
Si 2.038 -1.669 5.520 0.1 0.0 -0.2 0.49
C 3.348 -2.970 5.723 0.2 -0.2 0.0 -0.17
C 0.553 -2.070 6.560 -0.2 -0.1 0.2 -0.17
C 1.466 -1.783 3.722 -0.2 -0.4 -0.5 -0.23
C 0.777 -2.934 3.332 0.0 0.0 0.0 -0.07
C 0.261 -3.100 2.045 0.0 0.0 0.1 -0.04
C 0.406 -2.078 1.132 0.0 0.1 0.0 -0.10
N 1.089 -0.983 1.470 -0.2 0.0 0.0 -0.13
C 1.616 -0.856 2.690 0.4 0.5 0.7 -0.71
S 2.407 0.705 2.765 -0.1 0.3 0.0 0.64
H 2.963 -0.070 7.092 0.0 0.0 -0.1 0.04
H 1.961 0.776 5.897 0.1 0.0 0.0 0.03
H 3.596 0.265 5.471 0.0 0.0 0.1 0.02
H 3.708 -3.018 6.754 0.0 0.0 0.0 0.04
H 4.202 -2.746 5.077 0.0 0.0 0.0 0.04
H 2.971 -3.959 5.450 0.0 0.0 0.0 0.03
H 0.835 -2.097 7.617 0.0 0.0 0.0 0.04
H 0.114 -3.038 6.310 0.0 0.0 0.0 0.03
H -0.219 -1.307 6.438 0.0 0.0 0.0 0.04
H 0.620 -3.730 4.054 0.0 0.0 0.0 0.10
H -0.266 -4.000 1.762 0.0 0.0 0.0 0.11
H 0.004 -2.112 0.132 0.0 0.1 0.3 0.08
Se 1.693 3.489 -1.252 0.0 0.0 -0.3 1.11
N 1.278 2.932 0.398 0.4 0.0 0.4 -0.41
C 1.417 3.947 1.237 -0.1 0.2 0.1 -0.35
C 1.156 3.926 2.647 0.1 0.0 -0.3 -0.05
C 1.316 5.074 3.340 0.1 0.3 0.0 -0.06
C 1.739 6.302 2.714 -0.1 -0.1 0.3 -0.07
C 1.995 6.366 1.392 0.0 -0.1 -0.2 -0.02
C 1.837 5.175 0.605 0.0 0.2 0.2 -0.38
N 2.047 5.114 -0.695 0.0 0.0 0.0 -0.23
H 0.848 3.007 3.119 0.0 -0.1 0.0 0.07
H 1.122 5.078 4.406 0.0 0.0 0.0 0.11
H 1.847 7.189 3.325 0.0 0.0 0.0 0.11
H 2.313 7.280 0.909 0.0 0.0 0.0 0.12
F 0.725 1.554 -4.580 0.0 -0.1 0.1 0.08
C -0.551 1.950 -4.689 0.1 0.0 0.0 -0.25
C -1.552 1.274 -4.011 0.0 0.0 0.0 -0.13
C -2.839 1.754 -4.181 -0.1 0.0 0.0 -0.20
F -3.881 1.195 -3.549 0.1 -0.1 0.0 0.10
C -3.127 2.835 -4.995 -0.1 0.0 0.0 -0.14
F -4.380 3.265 -5.140 0.0 0.0 0.0 0.13
C -2.100 3.479 -5.654 0.0 0.1 -0.1 -0.13
F -2.361 4.523 -6.434 0.0 0.0 0.0 0.14
C -0.799 3.038 -5.500 0.1 0.0 0.0 -0.14
F 0.193 3.666 -6.131 0.0 0.0 0.0 0.13
Ge -1.040 -0.162 -2.779 -0.3 -0.1 0.1 0.66
S 0.307 0.741 -1.395 0.4 0.4 0.0 0.21
C -0.166 -1.620 -3.763 0.2 -0.1 0.1 -0.12
C 0.102 -1.673 -5.119 -0.1 0.0 0.0 -0.21
F -0.311 -0.708 -5.950 0.0 0.1 0.1 0.11
C 0.781 -2.730 -5.697 0.0 0.0 -0.1 -0.14
F 1.020 -2.753 -7.008 0.0 0.0 0.0 0.13
C 1.209 -3.778 -4.907 0.1 -0.2 -0.1 -0.13
F 1.862 -4.800 -5.454 0.0 0.0 0.0 0.14
C 0.950 -3.771 -3.550 0.0 0.0 0.1 -0.14
F 1.353 -4.789 -2.790 0.0 0.0 0.0 0.13
C 0.271 -2.699 -3.009 0.1 0.0 -0.3 -0.22
F 0.032 -2.741 -1.686 -0.1 0.0 -0.2 0.05
C -2.663 -1.031 -2.107 -0.1 0.0 0.1 -0.13
C -3.067 -1.067 -0.784 0.0 0.0 0.0 -0.22
F -2.369 -0.453 0.177 0.1 0.0 -0.1 0.08
C -4.214 -1.727 -0.383 -0.1 0.0 0.1 -0.14
F -4.575 -1.751 0.901 0.0 0.0 0.0 0.13
C -4.994 -2.369 -1.324 -0.2 -0.1 0.1 -0.13
F -6.100 -3.004 -0.950 0.0 0.0 0.0 0.14
C -4.628 -2.347 -2.657 -0.1 -0.1 -0.1 -0.14
F -5.388 -2.959 -3.564 0.0 0.0 0.0 0.13
C -3.475 -1.684 -3.019 0.0 0.0 0.0 -0.23
F -3.158 -1.670 -4.323 0.1 0.1 0.0 0.10
```
Forces are in eV/Å.

## Properties
Total charge ... 0
Orbital gap ... 6.98 eV
2S+1 ... 1
HOMO energy ... -8.318 eV
Energy above the lowest of the compared OMol25 structures with the same formula, charge and spin ... 0.0 kJ/mol


3.
Formula: C32H20BaF5N5S3Sb
Source: OMol25
Level of theory: ωB97M-V with the def2-TZVPD basis set

The geometry in XYZ format:
```
67
Properties=species:S:1:pos:R:3:forces:R:3:nbo_charge:R:1
Ba 0.138 -0.278 -1.345 0.0 0.0 0.1 1.72
C 1.032 -0.802 3.533 0.0 0.0 0.0 -0.66
C 1.019 0.574 2.942 0.0 0.0 0.0 0.25
C 0.137 1.553 3.391 0.0 0.0 0.0 -0.24
C 0.171 2.810 2.821 0.0 0.0 0.0 -0.14
C 1.095 3.069 1.819 0.0 -0.1 0.0 -0.29
C 1.915 2.029 1.403 0.0 0.1 0.0 -0.09
N 1.883 0.814 1.949 0.0 0.0 0.0 -0.50
Sb 3.360 2.342 -0.164 0.0 0.0 0.0 1.02
C 3.872 0.252 -0.294 0.0 0.0 0.0 -0.04
C 5.176 -0.106 0.012 0.0 0.0 0.0 -0.28
C 5.512 -1.452 0.047 0.0 0.0 0.0 -0.16
C 4.535 -2.389 -0.220 0.0 0.0 0.0 -0.25
C 3.247 -1.960 -0.529 0.0 0.0 0.0 0.25
C 2.142 -2.941 -0.803 0.0 0.0 0.0 -0.68
N 2.935 -0.661 -0.572 -0.1 0.0 0.0 -0.53
C 1.929 2.317 -1.779 0.0 -0.1 0.0 -0.13
C 0.659 2.867 -1.687 0.0 0.0 0.0 -0.31
C -0.214 2.702 -2.763 0.0 0.0 0.0 -0.18
C 0.223 2.015 -3.878 0.0 0.0 0.0 -0.26
C 1.539 1.539 -3.919 0.0 0.0 0.0 0.23
C 2.063 0.835 -5.133 0.0 0.0 0.0 -0.66
N 2.364 1.679 -2.880 0.0 0.0 0.0 -0.50
H 0.493 -0.831 4.479 0.0 0.0 0.0 0.21
H 0.556 -1.498 2.837 0.0 0.0 0.0 0.26
H 2.062 -1.128 3.687 0.0 0.0 0.0 0.22
H -0.577 1.316 4.170 0.0 0.0 0.0 0.23
H -0.519 3.578 3.148 0.0 0.0 0.0 0.22
H 1.165 4.050 1.365 0.0 0.0 0.0 0.21
H 5.914 0.656 0.226 0.0 0.0 0.0 0.22
H 6.522 -1.762 0.286 0.0 0.0 0.0 0.21
H 4.753 -3.449 -0.191 0.0 0.0 0.0 0.22
H 2.496 -3.967 -0.722 0.0 0.0 0.0 0.23
H 1.336 -2.813 -0.071 0.0 0.0 0.0 0.25
H 1.730 -2.815 -1.810 0.0 0.0 0.0 0.24
H 0.314 3.338 -0.777 0.0 0.0 0.0 0.25
H -1.235 3.057 -2.693 0.0 0.0 0.0 0.25
H -0.445 1.807 -4.703 0.0 0.0 0.0 0.24
H 2.250 1.555 -5.933 0.0 0.0 0.0 0.22
H 2.998 0.333 -4.893 0.0 0.0 0.0 0.23
H 1.333 0.109 -5.492 0.0 0.0 0.0 0.25
S -1.980 1.470 -0.048 0.0 0.0 0.0 -0.56
C -2.430 0.745 1.476 0.0 0.0 0.0 -0.15
C -3.118 1.550 2.390 0.0 0.0 0.0 -0.19
C -3.453 1.124 3.666 0.0 0.0 0.0 -0.18
C -4.111 2.029 4.564 0.0 0.0 0.0 0.30
N -4.629 2.777 5.268 0.0 0.0 0.0 -0.35
C -3.111 -0.178 4.060 0.0 0.0 0.0 -0.19
C -2.467 -1.005 3.150 0.0 0.0 0.0 -0.14
C -2.116 -0.590 1.861 0.0 0.0 0.0 -0.18
S -1.310 -1.762 0.841 0.0 0.0 0.0 -0.57
C -3.406 -0.661 5.377 0.0 0.0 0.0 0.29
N -3.623 -1.055 6.437 0.0 0.0 0.0 -0.35
H -3.375 2.557 2.087 0.0 0.0 0.0 0.23
H -2.217 -2.016 3.446 0.0 0.0 0.0 0.22
F -5.388 -2.164 -1.010 0.0 0.0 0.0 -0.29
C -4.259 -2.057 -1.716 0.0 0.0 0.0 0.26
C -3.394 -3.132 -1.812 0.0 0.0 0.0 0.29
F -3.693 -4.274 -1.188 0.0 0.0 0.0 -0.29
C -2.224 -3.015 -2.535 0.0 0.0 0.0 0.30
F -1.411 -4.080 -2.568 0.0 0.0 0.0 -0.30
C -1.862 -1.840 -3.199 0.2 0.0 0.0 -0.31
S -0.332 -1.678 -4.056 -0.1 0.0 0.0 -0.54
C -2.763 -0.782 -3.071 0.0 0.0 0.0 0.27
F -2.496 0.399 -3.661 0.0 0.0 0.0 -0.32
C -3.941 -0.873 -2.350 0.0 0.0 0.0 0.33
F -4.771 0.167 -2.274 0.0 0.0 0.0 -0.30
```
Forces are in eV/Å.

## Properties
Total charge ... -1
Orbital gap ... 6.38 eV
2S+1 ... 1
HOMO energy ... -4.476 eV
Energy above the lowest of the compared OMol25 structures with the same formula, charge and spin ... 0.0 kJ/mol